(1)
Below is C30H48BrFeN3P2 as an isolated structure, with properties calculated with the ωB97M-V functional and the def2-TZVPD basis.

```
85
C30H48BrFeN3P2 | OMol25 | the ωB97M-V functional and the def2-TZVPD basis
N -1.969 6.098 -2.141
C -1.414 6.125 -0.917
C -0.185 5.475 -0.637
C 0.138 4.376 -1.462
C -0.415 4.357 -2.740
C -1.412 5.302 -3.069
C 1.001 3.377 -0.953
Fe 0.295 -0.120 0.351
P 1.123 -2.218 0.868
C 1.319 2.274 -1.643
C 2.540 1.521 -1.422
C 2.962 0.592 -2.419
C 3.824 -0.452 -2.054
C 4.222 -0.474 -0.712
C 4.144 0.605 0.157
C 3.288 1.678 -0.256
Br 5.176 -2.071 -0.171
H 1.248 3.508 0.086
H 0.601 1.789 -2.324
H 0.424 5.786 0.241
H -0.104 3.605 -3.451
H -1.982 6.707 -0.165
H -1.785 5.406 -4.095
H 2.645 0.805 -3.448
H 3.200 2.612 0.293
H 4.152 -1.185 -2.765
H 4.720 0.618 1.085
P -1.582 -0.244 -1.267
C 2.267 -1.605 2.158
C 3.433 -2.526 2.478
H 1.689 -1.409 3.080
H 2.636 -0.609 1.833
H 4.015 -2.052 3.284
H 3.125 -3.543 2.780
H 4.066 -2.551 1.565
C 1.935 -3.062 -0.509
C 2.488 -4.497 -0.330
H 2.780 -2.396 -0.771
H 1.303 -2.989 -1.416
H 3.162 -4.691 -1.178
H 3.065 -4.637 0.593
H 1.675 -5.229 -0.354
C -0.094 -3.407 1.453
C 0.491 -4.330 2.513
H -0.454 -3.974 0.575
H -0.994 -2.888 1.825
H -0.314 -4.998 2.832
H 1.300 -4.947 2.102
H 0.837 -3.744 3.372
C -3.212 -0.608 -0.480
C -3.248 -1.861 0.393
H -3.965 -0.686 -1.292
H -3.490 0.282 0.121
H -4.295 -2.178 0.509
H -2.672 -2.698 -0.023
H -2.863 -1.663 1.402
C -1.296 -1.719 -2.327
C -0.350 -1.505 -3.498
H -2.283 -2.014 -2.706
H -0.937 -2.531 -1.684
H -0.313 -2.412 -4.110
H -0.674 -0.694 -4.152
H 0.678 -1.279 -3.189
C -2.139 0.946 -2.563
C -3.290 1.914 -2.239
H -2.441 0.326 -3.432
H -1.233 1.510 -2.855
H -3.664 2.348 -3.184
H -4.127 1.403 -1.745
H -2.974 2.758 -1.602
C -1.657 -0.409 5.167
C -1.601 0.363 3.896
C -2.211 1.484 3.357
C -1.774 1.627 2.023
N -0.793 0.695 1.793
N -0.761 -0.051 2.943
C -2.209 2.613 0.995
H -1.044 0.074 5.937
H -2.680 -0.497 5.547
H -1.273 -1.425 5.006
H -2.892 2.161 3.883
H -0.081 -0.761 3.122
H -3.329 2.731 0.902
H -1.783 3.606 1.210
H -1.706 2.379 0.017
```

The gap between HOMO and LUMO (alpha / beta) comes out at 7.21 / 6.56 eV. The energy above the lowest of the compared OMol25 structures with the same formula, charge and spin comes out at 32.15 kcal/mol. As for the multiplicity: 5. The net charge is +2. Its expectation value of S² is 6.014.

Atomic partial charges in e from the Löwdin method, atoms 1 to 5: 0.070, -0.119, -0.005, -0.260, -0.020

=====

(2)
Below is C22H56F3O18Y as an isolated structure, with properties calculated with the ωB97M-V functional and the def2-TZVPD basis.

```
100
C22H56F3O18Y | OMol25 | the ωB97M-V functional and the def2-TZVPD basis
Y 10.426 11.586 11.080
C 13.309 13.009 8.094
C 14.732 12.717 7.733
C 15.394 11.544 8.575
O 16.542 11.137 8.367
C 14.483 11.008 9.580
C 13.276 11.356 9.832
C 12.581 12.414 8.950
O 11.340 12.609 9.289
O 12.596 10.958 10.866
O 15.355 13.279 6.808
H 12.909 13.813 7.441
H 14.922 10.226 10.211
C 8.315 11.562 13.832
O 9.193 10.714 14.652
O 8.779 11.542 12.635
C 6.945 10.917 13.975
F 6.909 9.598 13.610
F 6.459 10.929 15.232
F 6.029 11.571 13.167
C 9.270 10.966 16.079
C 10.625 10.608 16.659
H 10.810 9.546 16.458
H 11.411 11.200 16.196
H 10.593 10.729 17.712
H 8.512 10.388 16.627
H 9.088 12.029 16.260
H 8.357 12.607 14.272
C 6.116 14.414 12.265
O 7.404 15.049 12.355
H 5.494 14.795 11.446
H 6.255 13.355 12.156
H 5.518 14.529 13.171
H 7.228 15.970 12.137
C 6.968 11.252 9.836
O 8.418 11.327 9.630
H 6.493 12.218 9.618
H 6.509 10.517 9.168
H 6.782 10.983 10.876
H 8.550 11.557 8.681
C 9.589 14.817 9.914
O 9.347 13.747 10.824
H 8.818 15.585 10.051
H 10.538 15.297 10.068
H 9.556 14.467 8.871
H 8.848 14.158 11.556
C 10.849 6.399 13.976
O 11.448 7.578 13.401
H 10.791 5.587 13.248
H 11.444 6.150 14.859
H 9.800 6.628 14.242
H 12.360 7.321 13.169
C 11.136 14.086 13.339
O 11.732 13.415 12.229
H 10.402 14.818 13.029
H 10.673 13.331 14.006
H 11.918 14.578 13.956
H 12.401 14.006 11.882
C 7.399 13.608 6.599
O 8.297 12.565 6.978
H 6.583 13.231 5.934
H 6.936 13.934 7.527
H 7.890 14.445 6.132
H 8.866 12.395 6.228
C 12.572 11.011 13.824
O 11.319 10.825 13.173
H 12.657 10.377 14.698
H 13.406 10.770 13.149
H 12.740 12.066 14.052
H 10.662 10.759 13.861
C 10.750 10.107 7.643
O 10.560 9.912 9.046
H 10.066 9.500 7.027
H 10.513 11.139 7.424
H 11.791 9.951 7.342
H 10.862 8.997 9.197
C 11.312 6.340 10.055
O 10.975 7.115 8.918
H 10.612 5.516 10.176
H 12.320 5.965 9.999
H 11.190 6.953 10.946
H 10.752 6.542 8.178
C 8.968 8.391 11.452
O 10.198 9.099 11.430
H 8.642 8.081 10.467
H 9.069 7.502 12.055
H 8.113 8.985 11.841
H 10.625 8.975 12.296
C 14.915 14.475 11.452
O 13.681 14.841 10.861
H 15.641 15.278 11.310
H 14.787 14.338 12.536
H 15.269 13.546 11.013
H 13.698 14.619 9.926
C 14.811 7.913 12.145
O 14.005 6.951 12.750
H 15.601 8.238 12.808
H 15.349 7.514 11.290
H 14.262 8.788 11.808
H 14.606 6.262 13.032
```

The gap between HOMO and LUMO comes out at 7.43 eV.

Atomic partial charges in e from the Löwdin method, atoms 1 to 5: 1.641, -0.020, -0.270, -0.312, 0.046

=====

(3)
Below is an isolated ion of composition C14H23N2 and charge +1, with properties calculated with the ωB97M-V functional and the def2-TZVPD basis.

```
39
C14H23N2 | OMol25 | the ωB97M-V functional and the def2-TZVPD basis
C -0.019 0.537 -4.931
C -0.386 1.112 -3.571
C -0.621 0.091 -2.422
N -0.438 0.685 -0.995
C 0.203 -0.076 0.062
C -0.923 -0.914 0.659
C -1.664 -0.515 1.789
C -2.504 -1.435 2.422
C -2.779 -2.648 1.785
C -2.179 -2.976 0.565
C -1.215 -2.113 0.015
N 0.805 0.758 1.156
C 0.980 0.152 2.500
C 2.318 0.651 3.094
C 2.834 1.712 2.109
C 2.027 1.537 0.816
H -0.016 1.339 -5.675
H 0.969 0.099 -4.900
H -0.708 -0.222 -5.281
H 0.362 1.840 -3.214
H -1.294 1.715 -3.697
H -1.618 -0.331 -2.493
H 0.095 -0.727 -2.503
H -0.066 1.655 -1.059
H -1.422 0.785 -0.703
H 0.990 -0.732 -0.308
H -1.491 0.483 2.204
H -2.956 -1.170 3.380
H -3.583 -3.263 2.159
H -2.472 -3.875 0.002
H -0.638 -2.385 -0.887
H 0.999 -0.945 2.538
H 0.194 0.490 3.192
H 3.037 -0.188 3.147
H 2.200 1.066 4.109
H 2.672 2.718 2.514
H 3.912 1.575 1.949
H 1.746 2.509 0.389
H 2.647 1.005 0.084
```

The gap between HOMO and LUMO comes out at 9.65 eV. The energy above the lowest of the compared OMol25 structures with the same formula, charge and spin comes out at 19.26 kcal/mol. The net charge is +1.

Atomic partial charges in e from the Löwdin method, atoms 1 to 5: -0.090, -0.235, -0.088, 0.114, -0.246

=====

(4)
Below is one molecule with the formula CCl2NP, with properties calculated with the ωB97M-V functional and the def2-TZVPD basis.

```
5
CCl2NP | OMol25 | the ωB97M-V functional and the def2-TZVPD basis
C -1.299 -0.744 -0.717
N -2.396 -0.555 -0.968
P 1.618 0.087 1.408
Cl 1.995 1.860 0.469
Cl 0.082 -0.648 -0.191
```

The gap between HOMO and LUMO (alpha / beta) comes out at 6.61 / 6.66 eV. The energy above the lowest of the compared OMol25 structures with the same formula, charge and spin comes out at 107.21 kcal/mol.

Now the Löwdin charges, all in e: -0.901, 0.127, 0.122, -0.036, 0.689

=====

Strongest force on any atom values (in eV Å⁻¹) by entry order: 2.111, 7.829, 4.134, 7.393.
Molar mass values (in g/mol) by entry order: 648.4, 754.6, 219.4, 127.9.